A molecular structure, CHBiO3 in a non-equilibrium geometry. Source: the Open Molecules 2025 dataset; level of theory: ωB97M-V/def2-TZVPD.

```
6
Properties=species:S:1:pos:R:3:forces:R:3:mulliken_charge:R:1
O 0.927 0.493 -1.379 -0.314 -1.006 0.721 -0.327
C 0.197 -0.046 -0.432 3.956 6.087 -2.537 0.835
O -0.948 0.498 -0.268 -2.708 -1.086 -0.488 -0.375
O 0.742 -0.538 0.603 0.933 -2.636 0.589 -0.379
H 1.318 1.320 -0.965 0.165 -0.688 -0.974 0.449
Bi -1.099 -0.558 1.486 -2.032 -0.671 2.688 1.797
```
Positions in Å, forces in eV/Å.

- Kohn-Sham gap: 0.29973 Ha
- Net charge: +2
- E: -13011.94056 eV

A gas-phase ion, C4H6IN2O (charge +1) in a non-equilibrium geometry. Source: the Open Molecules 2025 dataset; level of theory: ωB97M-V/def2-TZVPD.

```
14
Properties=species:S:1:pos:R:3:forces:R:3:mulliken_charge:R:1
N 1.094 -1.425 -0.606 0.485 -0.785 -0.150 -0.448
C 0.391 -0.536 0.112 -0.840 -0.089 -1.421 0.810
C 0.171 0.807 -0.460 1.287 -0.757 0.024 -0.365
C -0.841 1.577 -0.023 1.310 -2.816 -0.224 -0.299
C -1.817 0.954 0.892 -1.233 -0.360 3.004 -0.576
I -3.445 -0.144 -0.180 1.011 0.701 0.520 0.180
O -1.079 -0.051 1.831 -1.327 1.989 -0.027 -0.260
N -0.221 -0.883 1.219 1.234 -0.069 -1.988 -0.030
H 1.314 -1.328 -1.587 -0.101 1.086 0.129 0.230
H 1.227 -2.415 -0.419 -0.387 0.354 0.914 0.221
H 0.972 0.998 -1.226 -1.267 0.614 0.846 0.344
H -0.906 2.503 -0.473 -0.856 2.036 -0.499 0.474
H -2.371 1.665 1.702 1.601 -1.858 -2.107 0.457
H 0.062 -1.771 1.607 -0.918 -0.045 0.980 0.261
```
Positions in Å, forces in eV/Å.

- Kohn-Sham gap: 0.31553 Ha
- Net charge: +1
- E: -17363.96580 eV
- SMILES string: [NH2+]=C1C=C[C@@H](I)ON1

A gas-phase ion, C4H9N2O2 (charge +1) in a non-equilibrium geometry. Source: the Open Molecules 2025 dataset; level of theory: ωB97M-V/def2-TZVPD.

```
17
Properties=species:S:1:pos:R:3:forces:R:3:mulliken_charge:R:1
C -0.267 1.456 -0.197 -0.669 -2.506 0.728 0.345
C -0.050 -0.806 -0.718 -0.325 -2.836 2.018 -0.757
C 1.347 -0.879 -0.001 -2.273 -0.553 1.680 -0.525
C -2.146 -0.091 0.302 -0.210 -2.260 2.819 -0.800
N -0.876 0.272 -0.234 1.646 2.181 -0.174 0.152
N 2.285 0.115 -0.341 -0.039 1.867 -0.870 -0.147
O -0.680 2.509 0.366 -1.714 1.125 0.277 -0.339
O 3.257 0.424 0.516 -1.547 -1.475 0.564 -0.254
H 0.099 -0.699 -1.729 0.343 0.239 -2.470 0.310
H -0.698 -1.836 -0.577 2.038 2.549 -0.170 0.431
H 1.205 -1.359 0.986 0.343 1.419 0.466 0.425
H 1.742 -1.710 -0.446 1.435 -2.527 -1.781 0.444
H -2.845 -0.452 -0.393 -0.548 -0.434 -1.614 0.368
H -2.055 -1.005 1.064 0.118 2.202 -1.341 0.303
H -2.651 0.711 0.775 -0.193 0.890 0.757 0.277
H -1.663 2.593 0.633 1.674 -0.369 -0.502 0.351
H 3.998 0.754 -0.008 -0.078 0.487 -0.388 0.416
```
Positions in Å, forces in eV/Å.

- Kohn-Sham gap (alpha / beta): 0.37086 / 0.22386 Ha
- Net charge: +1
- E: -11355.61402 eV

A molecular structure, C26H24N9S2Sn. Source: the Open Molecules 2025 dataset; level of theory: ωB97M-V/def2-TZVPD.

```
62
Properties=species:S:1:pos:R:3:forces:R:3:mulliken_charge:R:1
Sn 0.570 -0.283 0.196 -0.389 -0.124 0.248 0.129
N 4.187 0.995 -3.106 -0.080 -0.222 -0.004 -0.473
C 3.699 0.427 -1.941 0.136 0.062 0.202 0.233
S 3.080 -1.158 -2.006 0.077 0.411 -0.027 -0.383
N 3.908 1.220 -0.885 -0.111 0.060 -0.149 -1.284
N 3.222 0.938 0.230 0.023 -0.268 -0.196 1.147
C 3.745 1.337 1.330 -0.188 0.024 0.309 -1.279
C 3.039 1.199 2.611 0.017 0.025 -0.125 0.677
C 3.658 1.631 3.793 0.050 0.016 0.059 -0.686
C 2.986 1.521 4.998 0.138 0.060 -0.031 -0.189
C 1.705 0.986 5.015 -0.041 0.007 -0.014 -0.977
C 1.167 0.574 3.803 -0.063 -0.019 -0.219 -0.209
N 1.810 0.660 2.645 -0.008 0.224 -0.019 0.307
H 3.907 0.514 -3.941 -0.001 -0.010 -0.065 0.234
H 4.213 2.001 -3.135 0.043 0.021 0.081 0.255
H 4.730 1.801 1.328 0.024 0.069 0.059 0.250
H 4.655 2.050 3.743 -0.032 0.010 0.035 0.380
H 3.452 1.859 5.917 0.003 -0.009 -0.046 0.395
H 1.134 0.907 5.931 0.002 -0.009 -0.026 0.388
H 0.165 0.151 3.749 0.075 0.046 -0.023 0.418
C -0.405 1.744 -4.164 0.149 0.101 0.049 -0.917
C 0.260 1.200 -3.053 0.090 0.005 0.041 -0.169
N -0.115 0.090 -2.463 -0.140 -0.139 -0.159 0.168
C -1.196 -0.557 -2.936 -0.031 -0.021 0.085 -0.231
C -1.932 -0.092 -4.036 -0.128 -0.079 0.001 1.520
C -1.500 1.092 -4.655 -0.117 -0.040 -0.091 -0.794
C -3.105 -0.804 -4.470 0.102 0.157 -0.056 -1.014
C -3.519 -1.913 -3.833 -0.016 -0.147 0.121 -0.915
C -2.790 -2.429 -2.704 -0.048 0.028 -0.107 1.076
C -3.177 -3.594 -2.022 -0.106 0.007 -0.111 -0.654
C -2.434 -4.036 -0.961 0.080 -0.072 0.116 -0.705
C -1.306 -3.293 -0.580 0.016 0.018 0.019 -0.354
N -0.925 -2.201 -1.200 -0.075 -0.002 -0.146 -0.085
C -1.639 -1.766 -2.254 0.084 0.108 -0.019 -0.105
H -0.053 2.666 -4.609 0.002 -0.045 0.042 0.391
H 1.126 1.698 -2.624 -0.041 -0.038 -0.047 0.406
H -2.048 1.480 -5.507 0.007 -0.016 0.038 0.384
H -3.660 -0.417 -5.318 0.023 0.011 0.018 0.361
H -4.414 -2.435 -4.155 0.029 -0.013 0.015 0.356
H -4.061 -4.133 -2.347 0.036 0.034 0.009 0.385
H -2.702 -4.936 -0.422 0.018 0.054 -0.007 0.369
H -0.691 -3.597 0.264 -0.052 0.012 -0.050 0.455
N -0.984 0.867 0.425 0.017 0.032 0.282 -0.298
C -2.104 1.602 0.403 -0.043 0.079 -0.144 -0.249
C -2.720 2.090 1.600 -0.032 -0.026 -0.152 -0.319
C -3.894 2.825 1.587 0.052 -0.048 -0.134 -0.464
C -4.546 3.143 0.393 0.140 -0.071 0.042 -0.463
C -3.971 2.696 -0.797 0.131 -0.065 0.076 -0.477
C -2.797 1.956 -0.800 0.029 0.001 0.092 0.338
H -2.226 1.857 2.537 -0.013 0.009 -0.008 0.310
H -4.316 3.169 2.528 0.030 -0.025 0.011 0.315
H -5.462 3.722 0.392 0.031 -0.025 -0.004 0.338
H -4.452 2.931 -1.744 0.035 -0.023 0.022 0.335
H -2.373 1.622 -1.744 -0.034 0.045 0.070 0.285
N 1.803 -3.494 3.859 0.115 -0.008 -0.091 -0.456
C 2.789 -2.809 3.202 -0.058 0.190 -0.011 0.483
N 3.335 -1.794 3.931 0.098 -0.247 -0.013 -0.502
S 3.245 -3.142 1.647 -0.061 -0.063 0.191 -0.327
H 1.772 -3.466 4.865 0.020 0.011 0.026 0.191
H 1.529 -4.356 3.425 -0.053 -0.058 -0.030 0.221
H 2.790 -1.400 4.683 -0.028 0.046 -0.047 0.232
H 3.836 -1.115 3.382 0.070 -0.050 0.013 0.244
```
Positions in Å, forces in eV/Å.

- Kohn-Sham gap: 0.20401 Ha
- Net charge: -1
- E: -68265.40589 eV

A molecular structure, C29H26N5O3S4SeV. Source: the Open Molecules 2025 dataset; level of theory: ωB97M-V/def2-TZVPD.

```
69
Properties=species:S:1:pos:R:3:forces:R:3:mulliken_charge:R:1
V -1.079 0.026 0.321 -0.088 0.119 0.122 0.299
O -4.519 0.759 1.769 -0.049 0.005 -0.015 -0.487
C -3.573 1.281 1.294 -0.005 0.087 0.021 0.188
O -2.334 0.619 1.312 0.139 -0.150 -0.084 -0.230
C -3.430 2.625 0.705 -0.013 0.007 -0.018 0.500
C -4.346 3.590 1.110 0.027 0.003 0.007 -0.797
C -4.241 4.890 0.643 0.021 0.000 -0.018 -0.615
C -3.224 5.224 -0.240 -0.008 -0.029 0.011 -0.728
C -2.320 4.262 -0.673 -0.024 -0.020 0.027 -0.748
C -2.420 2.960 -0.201 -0.023 0.050 0.029 1.046
S -1.298 1.808 -0.951 0.074 -0.118 0.036 -0.223
H -5.127 3.304 1.802 -0.011 0.009 0.002 0.506
H -4.949 5.639 0.969 -0.002 0.006 -0.002 0.448
H -3.132 6.238 -0.606 -0.005 0.008 0.003 0.439
H -1.543 4.522 -1.379 0.003 0.005 -0.008 0.515
O 0.299 0.094 1.251 0.025 -0.197 -0.384 0.315
C 1.610 0.816 1.632 -0.023 0.151 0.287 2.860
C 1.226 2.235 1.894 -0.052 0.036 0.047 -0.499
C 1.910 3.369 1.558 -0.026 -0.046 -0.011 -0.603
C 1.309 4.545 2.078 -0.012 0.027 0.021 -0.883
C 0.187 4.276 2.800 -0.001 -0.018 -0.020 -0.499
S -0.145 2.603 2.878 0.066 0.018 -0.002 -0.060
C 2.044 0.097 2.879 -0.026 0.040 -0.072 -1.281
C 2.778 0.628 3.894 -0.023 -0.026 -0.014 -0.398
C 3.160 -0.346 4.856 0.018 0.021 0.043 -0.875
C 2.702 -1.588 4.554 -0.041 0.007 -0.003 -0.475
S 1.796 -1.592 3.102 0.014 -0.004 -0.029 0.010
C 2.561 0.633 0.498 0.005 -0.029 -0.020 -0.522
C 3.666 -0.173 0.493 0.032 0.026 -0.026 -0.166
C 4.359 -0.149 -0.743 -0.018 0.039 -0.059 -0.956
C 3.762 0.672 -1.654 0.028 -0.064 0.070 -0.621
S 2.376 1.438 -1.019 0.034 0.044 0.019 0.072
H 2.826 3.367 0.987 0.020 0.007 -0.011 0.740
H 1.698 5.540 1.927 0.009 0.010 -0.004 0.490
H -0.463 4.976 3.298 -0.013 0.014 0.008 0.548
H 3.042 1.675 3.944 0.017 0.004 0.013 0.584
H 3.736 -0.125 5.742 0.008 0.006 0.008 0.468
H 2.813 -2.495 5.124 0.004 -0.017 0.011 0.503
H 3.981 -0.741 1.357 0.020 -0.001 -0.023 0.636
H 5.273 -0.690 -0.936 0.000 -0.009 -0.004 0.505
H 4.091 0.897 -2.656 0.001 0.000 -0.020 0.576
C -0.111 -4.332 0.916 -0.020 -0.059 0.038 -0.930
N -0.655 -4.221 -0.436 0.028 -0.001 0.102 0.352
C -0.330 -5.041 -1.486 -0.004 -0.023 -0.040 -0.506
C -1.076 -4.647 -2.544 -0.018 -0.012 -0.011 -0.402
N -1.845 -3.589 -2.124 0.013 0.004 0.021 0.340
C -2.883 -2.939 -2.923 -0.022 0.029 -0.012 -0.786
C -1.569 -3.327 -0.836 -0.033 0.026 -0.030 -0.425
Se -2.428 -2.053 0.261 -0.014 -0.055 -0.051 0.031
H 0.460 -5.255 0.976 -0.012 0.004 0.000 0.335
H -0.924 -4.359 1.637 0.009 -0.005 -0.005 0.379
H 0.538 -3.490 1.138 0.022 0.055 0.002 0.320
H 0.385 -5.839 -1.389 0.009 -0.012 0.003 0.499
H -1.137 -5.036 -3.544 -0.002 -0.001 -0.014 0.491
H -2.906 -3.416 -3.898 0.006 0.008 -0.002 0.318
H -2.661 -1.881 -3.038 -0.031 -0.035 0.017 0.226
H -3.849 -3.057 -2.436 0.002 0.001 -0.005 0.412
N -0.117 -1.022 -5.028 0.008 0.030 -0.057 -0.417
C 0.277 -1.170 -3.744 -0.091 0.032 0.111 -0.181
C -0.432 -0.564 -2.686 0.111 -0.021 0.023 -1.122
N -0.071 -0.766 -1.425 -0.085 0.052 -0.003 2.328
C 0.982 -1.565 -1.177 0.000 -0.027 0.026 -0.540
C 1.663 -2.142 -2.232 0.010 -0.016 0.082 -0.961
N 1.322 -1.957 -3.497 0.038 -0.037 -0.074 -0.550
H -0.731 -0.270 -5.290 -0.011 0.003 -0.001 0.237
H 0.511 -1.365 -5.739 -0.005 -0.008 -0.008 0.292
H -1.278 0.082 -2.874 -0.017 0.012 -0.007 0.604
H 1.285 -1.713 -0.151 -0.004 0.031 -0.047 0.533
H 2.522 -2.775 -2.042 0.011 0.001 0.007 0.539
```
Positions in Å, forces in eV/Å.

- Kohn-Sham gap: 0.22367 Ha
- Net charge: +2
- E: -178450.46691 eV

A molecular structure, C5H6F2N2OP in a non-equilibrium geometry. Source: the Open Molecules 2025 dataset; level of theory: ωB97M-V/def2-TZVPD.

```
17
Properties=species:S:1:pos:R:3:forces:R:3:mulliken_charge:R:1
C -0.875 -1.015 0.014 -0.530 0.736 -0.178 0.523
C 0.488 -0.832 -0.168 2.450 5.574 0.011 -0.027
C -1.804 0.083 -0.006 0.352 0.220 -0.012 0.437
C -1.356 1.403 -0.149 1.643 -2.690 0.576 0.221
C 1.077 1.008 -0.189 1.959 -7.182 -1.229 0.133
N -0.003 1.689 -0.144 -6.172 5.568 0.055 -0.093
N -1.370 -2.245 0.128 -3.212 0.790 0.176 -0.458
O 1.545 -1.601 -0.200 -1.354 -2.230 0.819 -0.416
F -3.124 -0.171 0.264 1.307 0.157 -0.434 -0.290
F -2.202 2.374 -0.182 0.363 0.538 0.012 -0.200
P 2.713 1.406 0.335 0.113 0.438 2.056 -0.114
H 0.082 2.714 -0.134 0.217 -0.310 -0.075 0.253
H -0.835 -2.918 0.565 1.297 -1.845 0.829 0.225
H -2.357 -2.247 0.461 0.973 -0.312 -0.585 0.298
H 1.295 -2.533 0.103 0.817 1.310 -0.729 0.333
H 3.285 2.437 -0.412 -0.597 0.460 -0.634 0.104
H 3.440 0.450 -0.285 0.375 -1.221 -0.658 0.069
```
Positions in Å, forces in eV/Å.

- Kohn-Sham gap (alpha / beta): 0.23988 / 0.24153 Ha
- Net charge: +1
- E: -25020.76206 eV
- 2S+1: 3